Formula: C39H55N10O5SSiV
Source: the Open Molecules 2025 dataset
Level of theory: ωB97M-V/def2-TZVPD

Values from the calculation:
spin multiplicity = 4
expectation value of S² = 3.757
total charge = -1
orbital gap (spin up / spin down) = 0.244 / 0.247 hartree

Atoms and positions in Å:
V  0.609  -0.058  -0.959
C  0.576  2.184  4.414
N  -0.065  1.598  3.261
C  -1.178  0.727  3.521
C  0.513  1.638  2.007
N  0.587  0.559  1.236
C  0.837  -0.638  1.956
C  1.858  -0.628  2.885
C  2.193  -1.751  3.653
C  1.531  -2.927  3.461
C  0.528  -3.019  2.468
C  -0.055  -4.288  2.210
C  -0.942  -4.448  1.192
C  -1.344  -3.328  0.443
C  -0.871  -2.070  0.719
N  -1.391  -0.984  -0.038
C  -2.692  -0.884  -0.076
N  -3.309  -0.227  -1.117
C  -2.946  -0.480  -2.495
C  -4.454  0.645  -0.923
N  -3.583  -1.356  0.864
C  -3.261  -1.682  2.239
C  -4.826  -1.969  0.428
C  0.151  -1.877  1.706
N  0.970  2.841  1.640
C  0.459  4.092  2.187
C  2.007  2.993  0.643
H  0.834  1.393  5.129
H  -0.070  2.913  4.913
H  1.494  2.683  4.116
H  -1.885  1.232  4.184
H  -0.878  -0.224  3.982
H  -1.681  0.528  2.578
H  2.431  0.284  2.999
H  2.995  -1.681  4.378
H  1.787  -3.815  4.025
H  0.269  -5.132  2.806
H  -1.344  -5.426  0.956
H  -2.054  -3.445  -0.368
H  -2.150  -1.216  -2.533
H  -2.618  0.430  -3.000
H  -3.817  -0.865  -3.039
H  -4.583  0.871  0.132
H  -5.378  0.199  -1.307
H  -4.280  1.586  -1.450
H  -2.305  -1.274  2.531
H  -3.213  -2.765  2.384
H  -4.037  -1.270  2.889
H  -4.937  -1.896  -0.649
H  -5.690  -1.499  0.905
H  -4.820  -3.031  0.701
H  -0.457  3.937  2.747
H  0.243  4.770  1.363
H  1.206  4.562  2.833
H  2.572  2.070  0.547
H  2.678  3.793  0.967
H  1.586  3.265  -0.329
C  -0.664  0.027  -4.756
C  -0.190  -1.235  -4.090
C  -0.301  -2.429  -4.786
C  0.094  -3.611  -4.160
C  0.640  -3.565  -2.905
C  0.828  -2.308  -2.268
N  0.329  -1.172  -2.852
N  1.435  -2.117  -1.089
Si  2.923  -2.922  -0.796
C  4.770  -1.936  1.069
C  2.848  -4.538  0.158
C  3.839  -3.273  -2.402
H  -0.196  0.124  -5.737
H  -0.397  0.905  -4.180
H  -1.744  -0.003  -4.920
H  -0.710  -2.428  -5.788
H  -0.031  -4.562  -4.666
H  0.947  -4.460  -2.379
H  4.391  -2.506  1.925
H  4.996  -0.920  1.398
H  5.706  -2.405  0.735
H  2.389  -4.402  1.137
H  3.862  -4.925  0.312
H  2.276  -5.300  -0.378
H  3.853  -2.378  -3.031
H  3.417  -4.091  -2.988
H  4.877  -3.528  -2.164
O  1.401  1.932  -3.480
C  2.416  1.637  -2.867
C  3.819  2.066  -3.249
C  4.636  1.499  -2.100
C  3.627  1.039  -1.052
O  3.834  -1.858  0.038
N  2.436  0.966  -1.639
H  3.827  3.159  -3.237
H  4.064  1.752  -4.263
H  5.414  2.150  -1.707
H  5.125  0.550  -2.358
N  -0.738  1.759  -1.418
C  -1.291  2.847  -0.689
C  -2.160  2.574  0.366
C  -2.743  3.605  1.079
C  -2.475  4.928  0.749
C  -1.618  5.200  -0.306
C  -1.018  4.167  -1.022
S  -3.191  6.246  1.734
O  -4.525  6.431  1.183
O  -3.174  5.696  3.085
O  -2.289  7.370  1.527
H  -1.455  1.049  -1.503
H  -0.426  1.992  -2.358
H  -2.348  1.540  0.632
H  -3.392  3.404  1.923
H  -1.400  6.235  -0.538
H  -0.346  4.380  -1.846

***

Formula: C4H9N
Source: the Open Molecules 2025 dataset
Level of theory: ωB97M-V/def2-TZVPD

Values from the calculation:
spin multiplicity = 1
SMILES = C=CC.C=N
ΔE to the lowest compared entry with this formula, charge and spin = 2.504 eV
orbital gap = 0.349 hartree

Atoms and positions in Å:
C  -1.038  -0.259  0.866
C  0.029  -1.066  0.575
C  0.349  -1.464  -0.813
H  -1.857  -0.179  0.164
H  -1.312  -0.090  1.898
H  0.737  -1.336  1.348
H  -0.554  -1.601  -1.408
H  0.881  -0.620  -1.292
H  0.967  -2.359  -0.855
C  0.293  1.568  0.278
N  0.547  1.635  -0.978
H  -0.360  2.238  0.846
H  1.112  1.102  0.885
H  0.204  2.430  -1.514

***

Formula: C6H7IN4
Source: the Open Molecules 2025 dataset
Level of theory: ωB97M-V/def2-TZVPD

Values from the calculation:
spin multiplicity = 1
ΔE to the lowest compared entry with this formula, charge and spin = 2.061 eV
orbital gap = 0.296 hartree

Atoms and positions in Å:
C  -0.192  -0.777  -1.250
C  -1.107  -1.607  -0.555
C  0.845  1.650  0.953
C  -0.033  0.878  1.670
C  -1.864  -2.776  -1.060
C  1.596  2.894  1.757
N  -1.257  -1.150  0.727
N  1.067  1.208  -0.289
N  -0.503  -0.059  0.754
N  0.224  0.188  -0.398
I  -0.448  1.098  3.726
H  0.135  -0.738  -2.289
H  -1.233  -3.591  -1.317
H  -2.501  -3.233  -0.381
H  -2.277  -2.572  -2.092
H  2.517  2.487  2.298
H  0.804  3.341  2.499
H  2.006  3.617  1.116

***

Formula: C6H10O5Pb
Source: the Open Molecules 2025 dataset
Level of theory: ωB97M-V/def2-TZVPD

Values from the calculation:
spin multiplicity = 1
total charge = +2
orbital gap = 0.177 hartree

Atoms and positions in Å:
C  2.586  -0.196  1.478
O  1.309  -0.722  0.956
C  0.989  -0.153  -0.362
C  -0.558  0.353  -0.549
C  -0.398  1.983  -0.611
O  -1.143  -0.375  -1.699
C  -1.438  -1.706  -1.069
O  -0.981  -2.909  -1.425
O  -2.308  -1.293  0.072
C  -1.701  -0.022  0.563
O  -1.428  0.133  1.999
H  2.664  0.975  1.481
H  2.751  -0.551  2.593
H  3.450  -0.668  0.834
H  1.678  0.783  -0.635
H  1.290  -0.985  -1.163
H  -1.397  2.574  -0.342
H  0.088  2.360  -1.611
H  0.366  2.282  0.256
H  -2.536  0.782  0.336
H  -2.346  0.297  2.412
Pb  -0.936  -2.941  -3.513

***

Formula: C27H72O9
Source: the Open Molecules 2025 dataset
Level of theory: ωB97M-V/def2-TZVPD

Values from the calculation:
spin multiplicity = 1
ΔE to the lowest compared entry with this formula, charge and spin = 16.075 eV
orbital gap = 0.321 hartree

Atoms and positions in Å:
C  1.991  -11.790  -17.358
C  1.080  -12.068  -16.091
C  0.348  -10.731  -15.797
O  0.121  -12.947  -16.672
H  1.308  -11.421  -18.123
H  2.441  -12.732  -17.672
H  2.786  -11.064  -17.187
H  1.660  -12.503  -15.277
H  -0.146  -10.420  -16.718
H  1.001  -9.877  -15.618
H  -0.521  -10.886  -15.158
H  -0.551  -12.471  -17.166
C  -2.654  -10.499  -17.586
C  -2.140  -11.665  -18.310
C  -0.956  -11.321  -19.227
O  -1.640  -12.546  -17.422
H  -3.627  -10.197  -17.974
H  -1.980  -9.645  -17.516
H  -2.877  -10.730  -16.545
H  -2.977  -12.142  -18.820
H  -0.274  -12.156  -19.389
H  -0.242  -10.665  -18.729
H  -1.236  -10.705  -20.082
H  -2.235  -13.297  -17.361
C  -0.150  -7.717  -14.805
C  -0.934  -7.939  -16.034
C  -2.443  -7.726  -15.836
O  -0.549  -7.022  -17.055
H  -0.555  -8.389  -14.049
H  -0.265  -6.719  -14.383
H  0.906  -7.960  -14.923
H  -0.819  -8.930  -16.474
H  -2.638  -6.870  -15.189
H  -2.803  -8.614  -15.316
H  -2.933  -7.583  -16.799
H  0.292  -6.612  -16.841
C  0.692  -8.654  -19.061
C  1.294  -7.674  -20.097
C  1.568  -6.286  -19.421
O  2.502  -8.275  -20.651
H  -0.080  -7.990  -18.673
H  1.451  -8.784  -18.290
H  0.360  -9.552  -19.582
H  0.628  -7.506  -20.943
H  2.449  -6.386  -18.786
H  0.745  -5.875  -18.836
H  1.905  -5.589  -20.188
H  2.935  -7.741  -21.321
C  -2.163  -5.243  -20.567
C  -3.164  -5.490  -19.378
C  -2.522  -5.790  -18.018
O  -4.113  -4.458  -19.412
H  -2.594  -5.260  -21.568
H  -1.350  -5.952  -20.413
H  -1.568  -4.337  -20.453
H  -3.713  -6.372  -19.707
H  -1.483  -5.476  -17.919
H  -2.505  -6.879  -17.966
H  -3.189  -5.572  -17.184
H  -4.040  -3.973  -18.587
C  0.120  -4.595  -17.994
C  1.352  -3.659  -18.187
C  1.137  -2.348  -18.864
O  1.886  -3.385  -16.999
H  -0.401  -4.723  -18.943
H  -0.619  -4.005  -17.453
H  0.208  -5.467  -17.347
H  2.077  -4.305  -18.682
H  2.055  -1.831  -19.143
H  0.433  -1.675  -18.376
H  0.725  -2.567  -19.849
H  2.735  -2.969  -17.167
C  -4.810  -4.252  -16.098
C  -3.390  -3.714  -16.179
C  -2.335  -4.658  -15.542
O  -3.002  -3.387  -17.450
H  -4.748  -5.316  -15.869
H  -5.393  -4.235  -17.018
H  -5.287  -3.792  -15.233
H  -3.475  -2.721  -15.739
H  -2.480  -4.571  -14.466
H  -1.292  -4.384  -15.702
H  -2.374  -5.678  -15.923
H  -2.082  -3.115  -17.486
C  2.903  -5.978  -14.818
C  2.339  -6.209  -16.173
C  2.657  -7.622  -16.720
O  0.970  -5.943  -16.168
H  2.678  -4.964  -14.489
H  3.990  -5.910  -14.876
H  2.657  -6.704  -14.043
H  2.809  -5.475  -16.827
H  3.721  -7.741  -16.926
H  2.167  -7.755  -17.685
H  2.283  -8.411  -16.068
H  0.796  -5.049  -15.864
C  -4.565  -8.630  -13.562
C  -4.748  -7.461  -12.674
C  -4.994  -6.138  -13.426
O  -5.878  -7.526  -11.818
H  -5.298  -8.603  -14.369
H  -4.459  -9.570  -13.021
H  -3.676  -8.403  -14.152
H  -3.848  -7.448  -12.059
H  -5.208  -5.377  -12.676
H  -5.716  -6.265  -14.232
H  -4.124  -5.795  -13.988
H  -5.646  -8.192  -11.168

***

Formula: C39H44ClHfN3O6PS3
Source: the Open Molecules 2025 dataset
Level of theory: ωB97M-V/def2-TZVPD

Values from the calculation:
spin multiplicity = 1
total charge = -1
ΔE to the lowest compared entry with this formula, charge and spin = 0.113 eV
orbital gap = 0.229 hartree

Atoms and positions in Å:
Hf  0.093  -0.683  0.311
O  -4.579  -0.811  -0.153
C  -4.805  -0.062  0.943
C  -6.101  -0.042  1.460
C  -6.394  0.693  2.590
C  -5.408  1.453  3.212
C  -4.126  1.452  2.702
C  -3.802  0.694  1.576
C  -2.413  0.638  1.096
O  -2.065  -0.301  0.276
N  -1.592  1.576  1.534
N  -0.325  1.347  1.118
C  0.604  2.199  1.344
C  1.893  1.954  0.727
C  2.955  2.834  0.867
C  4.117  2.607  0.152
C  4.152  1.545  -0.731
C  3.050  0.710  -0.814
N  1.962  0.866  -0.068
H  -3.611  -0.828  -0.301
H  -6.858  -0.629  0.956
H  -7.396  0.669  3.000
H  -5.641  2.034  4.095
H  -3.334  2.018  3.172
H  0.422  3.118  1.892
H  2.850  3.682  1.530
H  4.961  3.277  0.242
H  5.011  1.360  -1.356
H  3.036  -0.115  -1.513
Cl  3.943  -0.317  2.749
C  4.192  -1.274  1.311
C  5.468  -1.316  0.778
C  5.702  -2.000  -0.405
C  4.639  -2.634  -1.037
C  3.380  -2.621  -0.469
C  3.103  -1.945  0.735
C  1.758  -1.974  1.316
H  6.271  -0.807  1.295
H  6.701  -2.043  -0.820
H  4.801  -3.140  -1.981
H  2.552  -3.126  -0.957
H  1.785  -1.732  2.375
H  1.342  -2.980  1.192
O  -3.749  -7.219  2.662
C  -3.055  -6.641  3.678
O  -2.922  -7.255  4.705
C  -2.522  -5.284  3.437
C  -2.401  -4.709  2.170
C  -1.873  -3.446  2.004
C  -1.449  -2.692  3.110
S  -0.820  -1.084  2.958
C  -1.582  -3.271  4.385
C  -2.093  -4.539  4.540
H  -3.837  -6.607  1.925
H  -2.687  -5.257  1.277
H  -1.787  -3.027  1.012
H  -1.261  -2.691  5.241
H  -2.181  -4.984  5.522
C  -0.728  -4.729  -3.555
C  -1.750  -3.986  -2.684
C  -2.689  -3.146  -3.561
C  -2.573  -4.987  -1.861
C  -1.030  -3.091  -1.769
C  -0.413  -2.360  -1.018
H  -1.234  -5.380  -4.271
H  -0.070  -5.334  -2.930
H  -0.111  -4.016  -4.104
H  -3.206  -3.786  -4.281
H  -2.131  -2.382  -4.103
H  -3.432  -2.643  -2.940
H  -3.112  -5.670  -2.522
H  -3.297  -4.455  -1.241
H  -1.922  -5.570  -1.207
C  0.439  -1.014  -4.748
C  1.523  -0.003  -5.096
C  1.289  0.606  -6.473
O  1.693  1.024  -4.103
P  0.622  1.903  -3.290
S  1.582  3.459  -2.596
S  -0.464  0.739  -2.037
O  -0.359  2.305  -4.518
C  -1.671  2.920  -4.482
C  -2.755  1.848  -4.459
C  -1.856  3.927  -3.356
H  0.416  -1.797  -5.509
H  -0.530  -0.517  -4.718
H  0.619  -1.458  -3.769
H  2.499  -0.495  -5.099
H  0.298  1.053  -6.524
H  1.368  -0.179  -7.228
H  2.032  1.376  -6.682
H  -1.715  3.447  -5.440
H  -2.740  1.322  -3.508
H  -2.583  1.123  -5.257
H  -3.736  2.304  -4.603
H  -1.767  3.430  -2.390
H  -2.848  4.374  -3.435
H  -1.104  4.712  -3.406

***

spin multiplicity of number 6 (C39H44ClHfN3O6PS3)?
1